Entry 1:
45
Properties=species:S:1:pos:R:3:forces:R:3:nbo_charge:R:1 method="wB97M-V/def2-TZVPD" multiplicity=1 lumo_energy_ha=-0.02969 homo_ha=-0.0973 e_tot_ha=-1971.632670 charge=-1
H 1.823184 1.269835 -1.609235 0.2 -0.2 0.1 0.206
H -0.066536 1.363578 -3.446438 -0.3 -0.1 -0.1 0.245
O -3.489253 1.227722 7.156447 0.0 -0.2 0.0 -0.618
O -2.308904 5.400992 5.374281 0.0 0.0 0.1 -0.617
C -0.682501 -0.264841 -1.419277 0.0 0.1 -0.1 0.009
O 3.021081 -1.902410 -1.304375 -0.3 0.1 0.1 -1.001
H 3.494890 2.230600 -4.296514 1.3 1.2 1.3 0.291
H 2.747257 -4.359997 -1.291159 -0.1 -0.3 0.0 0.516
O 2.563294 -2.279663 -3.819979 -0.5 -0.2 0.1 -0.792
C 1.180541 -2.347695 -3.936211 -0.2 0.1 -0.6 0.796
O 4.814369 -2.858292 -2.836612 -0.2 0.1 0.0 -1.074
C -1.952566 2.051534 3.975767 0.2 0.0 -0.3 -0.399
H 0.956740 0.184285 -4.330306 -0.2 0.0 -0.2 0.244
O 2.676780 -4.183871 -2.238987 -0.4 0.3 0.3 -0.985
H 1.912094 2.200816 -4.246412 0.4 -0.4 -0.6 0.160
H -1.561606 1.607980 3.073355 0.0 -0.1 -0.1 0.185
N -0.064759 -0.469076 1.921923 0.1 -0.7 -0.1 0.414
P 3.386207 -2.800822 -2.556009 1.3 0.0 -0.5 2.535
H -2.062291 -1.719096 1.201575 -0.3 -0.1 0.0 0.199
N -1.167034 -1.240692 -0.596615 -0.2 0.2 0.2 -0.344
C -0.932583 -2.554981 -0.865447 -0.2 0.0 0.2 0.020
H -1.366674 -3.268375 -0.186821 0.0 -0.1 0.1 0.227
C -2.387005 4.174455 5.292459 0.0 -0.1 -0.1 0.386
C -1.941212 -0.828566 0.584705 0.4 -0.5 0.5 0.082
H -3.225546 3.755381 7.235876 0.0 0.1 -0.1 0.202
H -2.891187 -0.403147 0.275259 -0.2 0.1 0.1 0.212
C 0.634548 0.537484 -3.355936 0.5 0.5 0.7 -0.493
O 0.896650 0.062050 1.579521 0.0 0.3 0.2 -0.204
O 3.026565 0.601641 -3.210823 -0.2 -0.2 -0.8 -0.505
H 0.004165 -3.948097 -2.152215 -0.1 -0.2 0.1 0.243
H -0.904477 0.757750 -1.163281 -0.1 0.1 0.2 0.244
C -2.986054 1.891609 6.249352 0.0 0.3 0.1 0.392
C -2.879193 3.313107 6.307778 0.0 -0.1 0.1 -0.428
C 0.085346 -0.569442 -2.506203 0.0 -0.2 -0.3 0.004
C -0.187197 -2.911360 -1.936330 0.1 0.0 -0.4 -0.207
O 0.714270 -2.699052 -4.976340 0.2 0.0 0.2 -0.493
C 2.752646 2.144830 -3.507900 -2.1 -1.7 -1.3 -0.349
C 1.901725 1.073348 -2.677881 0.6 1.0 1.0 0.224
C 0.354273 -1.918720 -2.772528 0.4 -0.2 0.0 -0.183
O -1.241959 0.139072 1.274044 0.0 0.9 -0.4 -0.435
C -2.431807 1.191945 4.995278 -0.1 0.1 0.2 0.389
O -1.555460 4.130636 3.020148 0.0 0.2 0.1 -0.605
C -1.930575 3.479763 3.995040 -0.1 -0.2 0.0 0.400
O -2.429469 -0.040800 4.920551 0.0 0.0 -0.1 -0.623
H 3.699223 -1.221421 -1.193526 0.0 0.1 0.1 0.532

Entry 2:
61
Properties=species:S:1:pos:R:3:forces:R:3:nbo_charge:R:1 method="wB97M-V/def2-TZVPD" multiplicity=1 lumo_energy_ha=-0.01736 homo_ha=-0.2846 e_tot_ha=-1880.139902
C -1.611144 -0.395876 -0.048111 -0.1 0.2 0.0 0.542
H 1.188404 1.714118 5.467249 0.0 0.0 0.0 0.213
H 0.736900 3.030350 -0.430100 0.0 0.0 0.0 0.251
N 0.387690 1.261792 -1.425756 -0.1 0.1 0.0 -0.460
N -1.257803 2.684963 1.185752 0.1 0.2 0.2 -0.674
H 0.722269 -1.897614 5.423629 0.0 0.0 0.0 0.219
H -0.311746 -0.663759 6.158960 0.0 0.0 0.0 0.192
H 2.223033 -3.164237 3.884312 0.0 0.0 0.0 0.186
F 2.565719 -0.594884 -0.060367 0.0 0.0 0.0 -0.572
H 1.273990 4.303152 -2.495834 0.0 0.0 0.0 0.240
H -2.252783 -1.266628 -1.880693 0.0 0.0 0.0 0.266
C 0.433850 -0.570791 3.236742 0.1 0.0 -0.1 0.674
N -5.313286 2.748965 -0.320574 0.1 -0.1 0.0 -0.528
H 2.945334 -2.247529 2.533554 -0.1 0.0 0.1 0.231
H -0.803201 0.883801 2.764735 0.0 0.0 0.0 0.414
H 0.746664 -1.332189 -4.244083 0.1 0.0 0.0 0.405
Pd -0.022762 0.497211 0.461173 0.4 -0.3 -0.4 0.860
H -0.686930 -1.876860 -1.266477 0.0 0.0 0.0 0.247
C 0.727288 2.556547 -1.401232 -0.1 0.0 -0.1 0.101
C 2.272258 -2.191192 3.390555 0.1 -0.1 0.1 -0.409
H 2.677110 -1.453419 4.074951 0.0 0.0 0.0 0.231
H 0.100264 -0.425930 -2.553271 0.0 0.0 0.0 0.190
H 1.485871 -1.691871 -6.782472 0.0 0.0 0.0 0.158
H -0.169204 -1.072459 -6.988228 0.0 0.0 0.0 0.183
N 0.742592 -0.036449 4.451480 -0.1 0.1 0.1 -0.429
N 0.947225 -1.786056 2.937744 0.0 0.0 -0.1 -0.421
F 3.998122 1.197989 0.150126 -0.1 -0.1 0.1 -0.541
O -2.689099 0.053624 0.456136 -0.1 0.0 0.0 -0.426
C -4.011075 -0.443731 0.117200 -0.1 -0.1 0.0 -0.281
H -4.199592 -0.279604 -0.941066 0.0 0.0 0.0 0.213
C 0.646303 -0.840609 5.658451 0.1 0.0 0.0 -0.406
H 0.897595 -2.113783 0.847922 0.0 0.0 0.0 0.218
C 1.021007 3.255265 -2.559990 0.0 0.0 0.1 -0.236
C 0.973071 2.596331 -3.771086 0.0 0.0 0.0 -0.083
C -1.681541 -1.545514 -0.989441 -0.1 -0.1 0.0 -0.786
H -0.624361 -2.432354 1.728173 0.0 0.0 0.0 0.200
C 0.460739 -2.502317 1.774335 0.0 0.0 0.0 -0.411
H 1.179763 3.095792 -4.708128 0.0 0.0 0.0 0.252
H 0.736425 -3.550945 1.883220 0.0 0.0 0.0 0.209
N -0.337035 0.064757 2.390560 -0.2 -0.1 0.2 -0.814
H -0.494507 1.630541 4.924394 0.0 0.0 0.0 0.187
H -4.693186 0.154746 0.710513 0.0 0.0 -0.1 0.251
C -2.076011 2.949367 0.395665 0.0 0.1 0.2 0.514
H 1.448874 -0.576527 6.348424 0.0 0.0 0.0 0.207
C 0.540273 1.389225 4.654260 0.0 0.0 0.0 -0.421
C 0.363813 0.620681 -2.595308 0.1 0.0 0.0 0.083
H 0.813587 1.937710 3.755161 0.0 0.0 0.0 0.242
H -2.210839 -2.377252 -0.516062 0.0 0.0 0.0 0.258
F 3.417855 -0.061877 2.003484 0.1 0.2 -0.1 -0.560
C 0.626661 0.540018 -5.120681 0.0 0.0 0.0 0.660
O 0.621985 1.170330 -6.161176 0.0 0.0 0.0 -0.604
H -4.088044 -1.498572 0.374625 0.0 0.0 0.0 0.188
C 0.656499 1.242932 -3.793420 0.0 0.0 0.0 -0.175
C 0.506324 -1.588025 -6.303494 0.0 0.0 0.0 0.107
C -4.176690 2.982438 -0.389515 -0.2 -0.1 0.0 0.442
O 0.009198 -2.844639 -5.890705 0.0 0.0 0.0 -0.721
N 0.603739 -0.813110 -5.092713 -0.1 0.0 0.0 -0.617
F 1.863748 1.318963 1.018483 0.0 0.1 0.0 -0.567
H 0.011561 -3.441565 -6.644360 0.0 0.0 0.0 0.481
B 3.037340 0.436491 0.766257 0.1 0.1 0.0 1.356
N -2.900126 3.260081 -0.553906 0.0 0.0 -0.2 -0.727

Entry 3:
45
Properties=species:S:1:pos:R:3:forces:R:3:nbo_charge:R:1 method="wB97M-V/def2-TZVPD" multiplicity=1 lumo_energy_ha=0.01701 homo_ha=-0.3158 e_tot_ha=-917.573540 smiles="NCCCC[C@H](NC(=O)[C@@H](N)CCCCN)C(=O)O"
H 3.209990 -0.653328 2.124412 0.6 0.7 -0.7 0.192
H 2.075646 1.211179 0.049163 -0.2 -0.1 -0.4 0.213
H -3.698222 3.487725 -1.335637 1.3 0.5 0.8 0.354
H -3.450469 0.944816 1.224269 -0.7 -0.5 0.3 0.203
H 4.104570 1.544925 -1.102210 0.8 -0.5 0.3 0.154
H 5.837760 0.923436 -1.001190 -0.7 0.2 0.2 0.195
H -2.716131 3.221118 1.424081 0.0 -0.1 -0.6 0.187
O -1.991910 -3.645384 -0.997986 -0.7 -0.2 0.8 -0.692
H 4.644209 1.390923 1.252527 -0.2 0.5 0.1 0.204
H 0.474001 -2.191580 1.604658 0.1 1.9 0.9 0.374
C -3.211355 2.864331 0.493200 -2.3 -0.3 2.9 -0.206
C -2.972203 1.396539 0.373336 0.5 -0.4 0.1 -0.427
H 1.881854 1.156895 1.739053 -0.2 0.5 0.7 0.198
C 3.223063 -0.300704 1.048942 1.1 -1.4 1.3 -0.409
N 0.389749 -1.167124 1.880303 -0.1 -2.4 0.1 -0.854
O -2.488875 -3.409612 1.244597 0.0 -0.2 -1.5 -0.570
H -1.679633 -1.049117 0.912092 -0.2 -0.1 -0.1 0.272
H 0.939614 -0.961974 2.708080 0.0 -0.2 -0.3 0.380
H 3.109007 -1.319060 0.579057 0.5 1.3 -0.3 0.223
H 4.426464 -0.168186 -2.644917 0.0 -0.7 1.7 0.350
C -2.183353 -2.957334 0.161447 0.4 0.1 1.1 0.787
O 1.519090 -1.186947 -1.262591 0.1 0.0 -0.5 -0.631
H -1.960168 1.195329 0.562512 1.8 -0.1 0.4 0.182
H -2.316615 -4.544782 -0.858165 0.1 -0.2 0.0 0.501
C -3.174409 -0.877386 -0.736874 0.2 1.0 -0.8 -0.392
H 5.393292 -0.161399 1.082215 0.0 0.0 -0.1 0.207
C 4.582671 0.465436 0.703397 -1.1 -2.2 0.1 -0.404
H -3.396733 -1.324941 -1.748798 0.5 0.1 1.1 0.215
C 1.982299 0.519510 0.884274 -0.7 -0.2 -0.6 -0.411
N -3.001990 3.731326 -0.583977 -0.6 0.4 -2.2 -0.815
H 3.542295 -0.906860 -1.441517 0.1 0.4 0.0 0.389
C 0.660185 -0.286876 0.773787 0.9 1.5 0.4 -0.130
H -2.379969 1.004674 -1.602674 -0.6 -0.2 0.0 0.200
H -0.126875 0.475379 0.766257 -0.1 0.0 -0.2 0.182
N 4.459277 -0.509314 -1.640380 0.4 1.0 -0.9 -0.864
H -4.145277 0.969726 -1.407719 -0.4 0.0 -0.2 0.204
H -2.060791 3.592902 -0.938664 -0.1 0.2 -0.3 0.350
H -4.022765 -1.104456 -0.080997 0.2 -0.2 -0.1 0.218
C 0.567059 -1.019610 -0.526130 0.3 0.3 0.0 0.680
N -0.661819 -1.426952 -0.862518 -1.5 0.0 -1.4 -0.608
C 4.772457 0.688968 -0.789869 -0.7 0.0 -1.1 -0.217
C -1.868431 -1.496329 -0.061494 -1.0 0.6 -0.7 -0.178
H -0.782046 -1.688924 -1.842347 0.3 -0.2 0.5 0.414
H -4.291992 2.870794 0.806389 0.6 0.7 -0.5 0.175
C -3.212528 0.702269 -0.931404 1.0 -1.4 -0.2 -0.394

Entry 4:
17
Properties=species:S:1:pos:R:3:forces:R:3:nbo_charge:R:1 method="wB97M-V/def2-TZVPD" multiplicity=1 lumo_energy_ha=-0.14460 homo_ha=-0.5605 e_tot_ha=-305.404177 charge=+1
H 1.313845 -1.417378 -0.396201 -0.3 0.1 0.0 0.202
H -1.079947 2.464843 2.443557 -0.8 0.1 0.1 0.477
C -1.108396 -1.256414 -0.324719 0.8 -0.1 1.7 0.414
C 1.828293 0.372597 -1.377850 2.0 0.0 1.5 -0.634
H 2.773493 -0.176296 -1.504132 -0.4 -0.2 -0.5 0.234
H -3.056695 -0.572993 -0.065109 0.3 0.2 0.3 0.433
H -0.847634 0.496464 0.259345 0.9 1.2 -0.2 0.439
N -0.332134 -0.193547 -0.279008 -1.7 -1.2 1.0 -0.493
H 2.282176 1.314980 -1.059828 -0.9 0.4 -0.2 0.235
H 0.368583 2.570320 2.405595 0.6 0.0 -0.2 0.484
H 1.290788 0.428847 -2.313207 -0.2 0.0 0.0 0.235
H -0.647221 -2.238752 -0.388551 0.1 0.1 -0.6 0.215
H 1.566467 -0.227478 0.770380 -0.4 0.8 0.1 0.240
N -2.369264 -1.301065 0.093946 -0.1 -0.1 -1.1 -0.728
C 1.128046 -0.350473 -0.214982 0.3 -0.8 -1.9 -0.223
H -2.749687 -2.229701 0.115121 -0.4 -0.2 -0.1 0.426
O -0.360718 2.316042 1.835647 0.2 -0.2 0.0 -0.956

Number 1: orbital gap 1.840 eV, F_max 0.058 Eh/bohr. Number 2: orbital gap 7.271 eV, F_max 0.012 Eh/bohr. Number 3: orbital gap 9.057 eV, F_max 0.072 Eh/bohr. Number 4: orbital gap 11.317 eV, F_max 0.049 Eh/bohr.